Below is 2 unconnected molecules or ions with the total composition C3H9BrN at a distorted geometry, with properties calculated with ωB97M-V with the def2-TZVPD basis set.

Geometry (Å):
C  0.837  1.517  -0.743
C  -1.110  -1.426  0.174
C  0.708  0.326  0.111
N  -0.729  -0.102  0.596
Br  1.933  0.137  1.793
H  1.952  1.672  -0.911
H  0.442  2.573  -0.396
H  0.437  1.185  -1.754
H  -0.316  -2.044  0.263
H  -2.084  -1.722  0.603
H  -1.393  -1.396  -0.983
H  1.369  -1.270  -0.795
H  -0.618  -0.086  1.676
H  -1.426  0.635  0.366

lowest unoccupied orbital energy (spin up / spin down)	-5.2 / -5.2	eV
energy above the lowest of the compared OMol25 structures with the same formula, charge and spin	475.9	kJ/mol
net charge	+1
HOMO level (spin up / spin down)	-14.25 / -14.26	eV

Atomic partial charges in e from the natural (NBO) method, atoms 1 to 5: -0.802, -0.417, 0.030, -0.606, 0.074

=====

Below is a molecular structure, C9H13MnN5O4 at a distorted geometry, with properties calculated with ωB97M-V with the def2-TZVPD basis set.

Geometry (Å):
Mn  -2.151  -0.307  -0.071
N  -2.248  -1.269  1.982
C  -3.626  -1.012  2.451
C  -4.614  -0.905  1.260
O  -5.776  -1.189  1.428
O  -4.062  -0.450  0.182
H  -2.133  -2.256  1.789
H  -1.577  -1.013  2.692
H  -3.648  -0.037  2.940
H  -3.984  -1.765  3.151
N  -1.384  -1.798  -1.063
C  -1.261  -1.921  -2.240
N  -1.001  -2.186  -3.425
C  -1.326  -1.752  -4.612
N  -1.558  -1.412  -5.694
O  0.620  0.787  1.895
C  0.536  0.714  0.594
O  -0.520  0.904  0.016
C  1.824  0.359  -0.128
N  2.938  0.467  0.824
C  3.574  1.762  0.526
C  3.493  1.902  -0.994
C  2.114  1.312  -1.321
H  1.676  -0.670  -0.462
H  3.598  -0.289  0.695
H  1.576  0.586  2.083
H  4.587  1.803  0.921
H  2.982  2.549  1.003
H  4.280  1.305  -1.456
H  3.610  2.932  -1.326
H  2.118  0.769  -2.263
H  1.343  2.080  -1.379

lowest unoccupied orbital energy (spin up / spin down)	-0.3 / -0.2	eV
energy above the lowest of the compared OMol25 structures with the same formula, charge and spin	118.9	kJ/mol
spin multiplicity	2
HOMO level (spin up / spin down)	-8.61 / -8.66	eV

Atomic partial charges in e from the natural (NBO) method, atoms 1 to 5: 1.283, -0.831, -0.351, 0.777, -0.607

=====

Below is 2 unconnected molecules or ions with the total composition C2H6O2SSi at a distorted geometry, with properties calculated with ωB97M-V with the def2-TZVPD basis set.

Geometry (Å):
C  -0.365  0.186  0.358
C  -0.926  -1.495  -0.747
O  -1.128  0.585  1.144
O  0.695  0.561  -0.162
Si  1.548  1.939  0.164
S  -1.838  -2.871  0.074
H  0.056  -1.933  -1.050
H  -1.618  -1.386  -1.581
H  1.826  2.469  -1.221
H  0.611  2.806  0.623
H  2.682  1.669  1.054
H  -1.543  -2.530  1.345

lowest unoccupied orbital energy	0.4	eV
energy above the lowest of the compared OMol25 structures with the same formula, charge and spin	166.4	kJ/mol
HOMO level	-8.58	eV

Atomic partial charges in e from the natural (NBO) method, atoms 1 to 5: 0.917, -0.676, -0.545, -0.807, 1.188

=====

Below is 8 unconnected molecules or ions with the total composition CH18O8 at a distorted geometry, with properties calculated with ωB97M-V with the def2-TZVPD basis set.

Geometry (Å):
O  5.944  44.114  38.223
H  6.783  44.523  38.054
H  5.731  43.383  37.412
H  5.943  43.397  38.937
C  6.531  42.673  41.134
O  5.221  42.909  40.425
H  6.484  43.177  42.259
H  7.086  43.345  40.415
H  6.942  41.769  41.002
O  4.607  40.420  39.791
H  4.892  41.229  39.966
H  3.564  40.472  39.713
O  2.862  42.405  41.443
H  3.156  42.441  42.407
H  3.766  42.498  40.978
O  8.777  39.900  38.825
H  9.688  40.128  39.303
H  8.104  39.588  39.655
O  7.114  39.244  40.910
H  7.212  39.627  41.841
H  6.098  39.531  40.770
O  4.566  45.281  41.698
H  4.596  44.290  41.274
H  5.357  45.603  41.236
O  7.333  41.516  44.154
H  7.576  42.177  44.683
H  6.600  41.636  43.512

lowest unoccupied orbital energy	-1.7	eV
energy above the lowest of the compared OMol25 structures with the same formula, charge and spin	547.7	kJ/mol
HOMO level	-9.74	eV

Atomic partial charges in e from the natural (NBO) method, atoms 1 to 5: -0.784, 0.542, 0.572, 0.569, -0.259

=====

Below is 10 unconnected molecules or ions with the total composition C50H97N9O4 at a distorted geometry, with properties calculated with ωB97M-V with the def2-TZVPD basis set.

Geometry (Å):
C  -6.060  0.177  4.047
C  -4.850  -0.458  4.735
C  -4.082  0.573  5.536
C  -5.330  -1.497  5.686
C  -4.307  -2.561  6.116
C  -3.693  -3.260  4.844
C  -3.030  -2.175  3.982
C  -1.812  -1.739  4.692
C  -2.563  -2.866  2.659
N  -4.049  -1.095  3.680
O  -3.466  -0.157  2.836
H  -5.765  1.135  3.649
H  -6.537  -0.381  3.312
H  -6.788  0.329  4.815
H  -4.763  1.167  6.103
H  -3.353  0.131  6.256
H  -3.501  1.288  4.926
H  -5.615  -0.979  6.653
H  -6.280  -1.963  5.290
H  -3.420  -2.162  6.645
H  -4.674  -3.264  6.859
H  -4.545  -3.735  4.372
H  -2.972  -4.045  5.087
H  -1.282  -2.642  4.975
H  -1.884  -1.141  5.658
H  -1.167  -1.157  4.029
H  -3.257  -3.551  2.210
H  -1.635  -3.366  2.966
H  -2.366  -2.082  1.943
H  -2.606  0.151  3.179
C  7.272  2.049  1.057
C  7.996  2.464  -0.207
C  9.273  3.133  0.224
C  8.496  1.253  -1.028
C  7.382  0.550  -1.800
C  6.629  1.619  -2.624
C  6.071  2.757  -1.800
C  5.464  3.882  -2.634
C  4.906  2.369  -0.842
N  7.197  3.310  -1.101
O  6.948  4.511  -0.382
H  6.696  2.881  1.572
H  6.661  1.185  0.913
H  8.087  1.811  1.806
H  9.855  2.375  0.908
H  9.833  3.347  -0.656
H  8.981  4.061  0.711
H  9.198  1.647  -1.805
H  9.043  0.602  -0.422
H  7.856  -0.252  -2.427
H  6.725  0.044  -1.157
H  5.716  1.202  -3.040
H  7.279  2.050  -3.379
H  4.891  3.561  -3.505
H  6.238  4.554  -2.975
H  4.795  4.481  -2.022
H  5.031  1.583  -0.139
H  3.996  2.101  -1.398
H  4.695  3.170  -0.108
H  6.159  4.324  0.194
C  -1.929  6.183  -2.835
C  -1.084  5.356  -3.799
C  -0.781  3.960  -3.278
C  0.138  4.013  -2.092
N  0.767  3.975  -1.105
H  -1.994  7.274  -3.081
H  -1.636  6.118  -1.769
H  -2.954  5.830  -2.743
H  -0.132  5.871  -3.942
H  -1.580  5.323  -4.789
H  -0.269  3.278  -3.957
H  -1.723  3.507  -3.021
C  2.394  1.904  -4.073
C  2.995  0.883  -5.010
C  3.392  -0.427  -4.304
C  2.135  -1.140  -4.027
N  1.094  -1.570  -3.790
H  1.611  1.465  -3.420
H  1.883  2.779  -4.485
H  3.121  2.406  -3.384
H  3.855  1.246  -5.576
H  2.266  0.791  -5.860
H  3.898  -0.194  -3.346
H  4.047  -1.084  -4.996
C  0.561  -5.644  4.731
C  1.693  -4.672  4.579
C  1.925  -4.331  3.031
C  2.506  -5.483  2.354
N  3.050  -6.330  1.806
H  -0.459  -5.125  4.694
H  0.545  -6.045  5.699
H  0.607  -6.525  4.131
H  2.620  -4.937  5.095
H  1.405  -3.700  4.943
H  2.678  -3.499  2.858
H  0.965  -4.067  2.637
C  -3.028  5.197  1.269
C  -2.764  4.057  2.251
C  -1.318  3.935  2.648
C  -1.053  2.696  3.340
N  -1.071  1.698  3.893
H  -4.066  5.292  0.964
H  -2.383  5.158  0.395
H  -2.873  6.175  1.726
H  -3.007  3.133  1.728
H  -3.295  4.134  3.165
H  -0.991  4.773  3.244
H  -0.643  3.950  1.815
C  -4.115  -2.127  -5.296
C  -2.865  -2.569  -4.604
C  -2.355  -1.543  -3.592
C  -2.201  -0.223  -4.184
N  -1.903  0.774  -4.622
H  -4.805  -3.004  -5.444
H  -3.922  -1.677  -6.256
H  -4.662  -1.433  -4.647
H  -2.098  -2.889  -5.257
H  -3.092  -3.500  -4.042
H  -1.422  -1.776  -3.096
H  -3.135  -1.376  -2.860
C  -0.863  0.883  0.322
C  0.439  0.182  0.445
C  0.930  -0.130  -0.951
C  2.278  -0.686  -1.002
N  3.375  -1.129  -0.973
H  -1.764  0.323  -0.029
H  -0.799  1.787  -0.332
H  -1.126  1.330  1.270
H  0.242  -0.760  1.043
H  1.213  0.800  0.922
H  0.915  0.845  -1.431
H  0.196  -0.755  -1.376
C  -0.310  -4.930  -3.448
C  0.826  -5.519  -2.557
C  1.371  -4.511  -1.611
C  0.298  -3.769  -0.883
N  -0.604  -3.275  -0.338
H  -0.439  -5.546  -4.385
H  -0.033  -3.919  -3.809
H  -1.281  -4.851  -2.991
H  1.635  -5.779  -3.282
H  0.306  -6.325  -2.017
H  1.980  -3.705  -2.044
H  2.032  -4.931  -0.848
C  -5.436  -2.762  -1.937
O  -5.852  -2.659  -0.600
C  -5.028  -1.871  0.252
C  -5.284  -0.410  0.200
O  -4.659  0.194  -0.960
C  -4.281  1.497  -0.643
H  -5.195  -1.736  -2.346
H  -6.243  -3.228  -2.488
H  -4.490  -3.258  -2.124
H  -3.966  -2.150  0.009
H  -5.079  -2.229  1.239
H  -4.843  0.001  1.104
H  -6.355  -0.106  0.247
H  -5.088  2.059  -0.138
H  -3.905  1.966  -1.587
H  -3.374  1.517  -0.012

lowest unoccupied orbital energy	0.6	eV
HOMO level	-8.38	eV

Atomic partial charges in e from the Löwdin method, atoms 1 to 5: -0.017, -0.543, -0.034, -0.150, -0.160

=====

Below is 2 unconnected molecules or ions with the total composition C3H7NO at a distorted geometry, with properties calculated with ωB97M-V with the def2-TZVPD basis set.

Geometry (Å):
N  -0.729  -0.589  2.289
C  0.040  -0.095  1.306
O  1.257  -0.104  1.280
H  -0.535  -1.434  2.869
H  -1.663  -0.178  2.262
H  -0.492  0.439  0.496
C  -0.123  0.703  -2.001
C  0.788  -0.172  -1.472
H  0.318  1.787  -2.170
H  -1.074  0.463  -2.416
H  1.836  0.116  -1.670
H  0.378  -0.937  -0.772

lowest unoccupied orbital energy	0.9	eV
energy above the lowest of the compared OMol25 structures with the same formula, charge and spin	279.2	kJ/mol
HOMO level	-9.14	eV

Atomic partial charges in e from the natural (NBO) method, atoms 1 to 5: -0.837, 0.496, -0.593, 0.419, 0.392